No. 1
{"formula": "C34H45HgN5O2P2S", "method": "ωB97M-V/def2-TZVPD", "s_squared": 0.77, "e_tot_ha": -2981.2241, "homo_lumo_gap_ha": [0.144, 0.251], "multiplicity": 2, "e_above_lowest_ev": 0.0000, "total_charge": -1, "elements": ["Hg", "C", "C", "C", "P", "C", "C", "C", "C", "C", "C", "C", "C", "C", "N", "C", "C", "C", "C", "C", "C", "P", "C", "C", "C", "C", "C", "C", "H", "H", "H", "H", "H", "H", "H", "H", "H", "H", "H", "H", "H", "H", "H", "H", "H", "H", "H", "H", "H", "H", "H", "H", "H", "H", "H", "H", "H", "H", "H", "H", "H", "H", "H", "H", "N", "C", "C", "C", "C", "C", "C", "S", "O", "O", "N", "C", "N", "C", "C", "C", "N", "H", "H", "H", "H", "H", "H", "H", "H", "H"], "xyz": [[-0.815276, 0.461287, 0.352550], [-1.597007, -1.550711, 3.733489], [-1.621389, -2.415158, 2.471491], [-1.675561, -3.904253, 2.813649], [-0.363137, -1.845217, 1.252050], [-0.219189, -3.197880, -0.007618], [0.169065, -2.628925, -1.374939], [0.754520, -4.304098, 0.401363], [1.270515, -1.659743, 1.999030], [1.648612, -2.309760, 3.167807], [2.890545, -2.097371, 3.747364], [3.753104, -1.179137, 3.150781], [3.406245, -0.519892, 1.990439], [2.166423, -0.758417, 1.346099], [1.727184, -0.135377, 0.227937], [2.463503, 0.422376, -0.745996], [3.784465, 0.009158, -1.079322], [4.480749, 0.556667, -2.130858], [3.921323, 1.553330, -2.928326], [2.625945, 1.955213, -2.653667], [1.877577, 1.409021, -1.608315], [0.178253, 1.942383, -1.326881], [-0.765118, 1.983802, -2.911066], [-0.689880, 0.603122, -3.566869], [-0.466406, 3.091667, -3.921396], [0.208407, 3.612969, -0.571334], [1.207962, 4.610706, -1.150299], [-1.214443, 4.166270, -0.488949], [-2.514928, -1.718544, 4.300369], [-1.549835, -0.486210, 3.498846], [-0.746698, -1.788536, 4.376856], [-2.540782, -2.154566, 1.932353], [-0.803059, -4.228374, 3.379687], [-1.761853, -4.537180, 1.930129], [-2.553421, -4.087749, 3.437889], [-1.231529, -3.610232, -0.077621], [1.126258, -2.107299, -1.326097], [-0.576130, -1.913188, -1.730688], [0.247276, -3.437020, -2.107029], [1.772426, -3.914064, 0.443463], [0.728510, -5.111324, -0.336023], [0.525372, -4.727178, 1.378071], [0.958015, -2.992590, 3.642819], [3.169521, -2.615305, 4.655927], [4.712464, -0.965377, 3.609313], [4.075355, 0.223179, 1.577284], [4.238139, -0.779131, -0.492802], [5.484423, 0.201417, -2.338435], [4.478693, 1.998119, -3.741800], [2.185611, 2.732019, -3.263956], [-1.785709, 2.134413, -2.544950], [0.329283, 0.379401, -3.889051], [-1.341887, 0.569215, -4.442758], [-1.005284, -0.183730, -2.877067], [0.514779, 2.971862, -4.379905], [-0.524488, 4.082960, -3.476617], [-1.205055, 3.045956, -4.726537], [0.533021, 3.371536, 0.450951], [0.957219, 4.921254, -2.166800], [2.219844, 4.206736, -1.156034], [1.210631, 5.505611, -0.523508], [-1.582280, 4.479618, -1.470319], [-1.226472, 5.034689, 0.171642], [-1.908478, 3.435607, -0.069263], [0.308834, -0.954329, 7.893430], [0.147541, -0.061986, 6.813044], [1.105968, 0.000581, 5.806357], [0.921006, 0.833533, 4.713565], [-0.222247, 1.617421, 4.626865], [-1.185011, 1.563651, 5.626562], [-0.998697, 0.723799, 6.712564], [-0.494541, 2.615531, 3.187168], [0.808842, 2.765880, 2.565305], [-1.161402, 3.817807, 3.616382], [-1.347981, 1.736107, 2.185405], [-2.697272, 1.401657, 2.298513], [-3.401387, 1.686016, 3.361482], [-4.713380, 1.199910, 3.353288], [-5.198563, 0.436461, 2.309142], [-4.376688, 0.179288, 1.225893], [-3.080316, 0.700188, 1.200435], [1.276479, -1.151434, 8.104114], [-0.182695, -0.664201, 8.725954], [1.994564, -0.618558, 5.865108], [1.659079, 0.873799, 3.922457], [-2.081025, 2.158623, 5.523251], [-1.755270, 0.667861, 7.488128], [-5.318750, 1.439939, 4.216009], [-6.211640, 0.052305, 2.331567], [-4.694610, -0.395948, 0.368124]], "forces_ev_per_a": [[-0.4, 0.1, 0.1], [0.0, 0.1, 0.0], [0.0, 0.0, 0.1], [0.0, 0.0, 0.0], [0.1, 0.0, -0.1], [0.1, 0.0, -0.1], [-0.1, 0.0, 0.0], [0.0, 0.0, 0.0], [0.0, -0.1, -0.1], [0.2, 0.0, 0.0], [0.0, 0.0, -0.1], [0.0, 0.0, 0.0], [-0.1, 0.0, -0.1], [0.1, 0.0, 0.0], [0.0, 0.1, 0.1], [0.0, -0.1, 0.0], [0.0, 0.0, 0.0], [0.0, 0.0, 0.1], [-0.1, 0.1, 0.0], [0.1, 0.0, 0.0], [0.0, 0.0, 0.0], [0.1, -0.1, 0.1], [0.1, 0.0, -0.1], [-0.1, 0.0, 0.0], [0.0, 0.0, 0.0], [0.1, 0.0, 0.1], [0.0, 0.0, 0.0], [0.0, 0.0, 0.0], [0.0, 0.0, 0.0], [0.0, -0.1, 0.0], [-0.1, 0.0, 0.0], [0.0, 0.0, 0.0], [0.1, 0.0, 0.0], [0.0, 0.0, 0.0], [0.0, 0.0, 0.0], [0.0, 0.0, 0.0], [0.0, 0.0, 0.0], [0.1, -0.1, 0.1], [0.0, 0.0, 0.0], [0.0, 0.0, 0.0], [0.0, 0.0, 0.0], [0.0, 0.0, 0.0], [0.0, 0.0, 0.0], [0.0, 0.0, 0.0], [0.0, 0.0, 0.0], [0.0, 0.0, 0.0], [0.0, 0.0, 0.0], [0.0, 0.0, 0.0], [0.0, 0.0, 0.0], [0.0, 0.0, 0.0], [0.0, 0.0, 0.0], [0.0, 0.0, 0.0], [0.0, 0.0, 0.0], [0.0, 0.1, -0.1], [0.0, 0.0, 0.0], [0.0, 0.0, 0.0], [0.0, 0.0, 0.0], [-0.1, 0.0, -0.1], [0.0, 0.0, 0.0], [0.0, 0.0, 0.0], [0.0, 0.0, 0.0], [0.0, 0.0, 0.0], [0.0, 0.0, 0.0], [0.0, 0.0, 0.0], [0.0, 0.1, 0.0], [0.0, 0.0, 0.1], [0.0, 0.0, 0.0], [-0.1, 0.0, 0.1], [0.0, 0.0, 0.0], [0.0, 0.0, 0.0], [0.0, 0.0, 0.0], [0.0, 0.1, 0.0], [0.1, 0.0, 0.0], [0.0, 0.0, 0.1], [0.1, 0.1, -0.2], [0.1, -0.1, 0.1], [-0.2, -0.1, 0.1], [0.1, 0.1, 0.0], [0.1, 0.0, 0.0], [0.2, 0.0, 0.0], [-0.1, -0.1, -0.1], [0.0, 0.0, 0.0], [0.0, 0.0, 0.0], [0.0, 0.0, 0.0], [0.0, 0.0, 0.0], [0.0, 0.0, 0.0], [0.0, 0.0, 0.0], [0.0, 0.0, 0.1], [0.0, 0.0, 0.0], [0.0, 0.0, -0.1]], "mulliken_charge": [2.3281, -1.2125, 0.8111, -1.6580, 0.2856, 0.5095, -1.4222, -1.6060, 0.8954, -0.4132, -0.9645, -0.7529, -0.3703, -0.8701, 0.6195, -0.1853, -0.6877, -0.7776, -1.1260, -0.5578, 0.0686, 0.0843, 0.6115, -1.3983, -1.5113, 1.6095, -1.5168, -1.5095, 0.6327, -0.0527, 0.1701, 0.2608, 0.2226, 0.4154, 0.4915, 0.7473, 0.1495, 0.2657, 0.5319, 0.2823, 0.4724, 0.3275, 0.0398, 0.4178, 0.3159, 0.5731, 0.5325, 0.3800, 0.4395, 0.2574, 0.5289, 0.2443, 0.5276, 0.1280, 0.2724, 0.2735, 0.4727, -0.4866, 0.1909, 0.4151, 0.4743, 0.3151, 0.4485, 0.2349, -0.6506, 1.2926, -0.7817, -0.0950, -1.0882, -0.2825, -0.9047, 1.4883, -0.8406, -0.8115, -0.4241, 0.1966, -0.4357, -0.7482, -0.4283, -0.8026, -0.1587, 0.2266, 0.2383, 0.2672, 0.6269, 0.4535, 0.2956, 0.3932, 0.3536, 0.4243]}

No. 2
{"formula": "C36H36BrLaN9O2SbSe5", "method": "ωB97M-V/def2-TZVPD", "e_tot_ha": -16889.7616, "homo_lumo_gap_ha": 0.137, "e_above_lowest_ev": 3.5857, "total_charge": -2, "elements": ["La", "O", "C", "C", "C", "C", "C", "C", "C", "O", "N", "N", "C", "C", "Br", "C", "C", "C", "C", "C", "C", "C", "H", "H", "H", "H", "H", "H", "H", "H", "H", "H", "H", "H", "H", "H", "Se", "Sb", "Se", "Se", "Se", "Se", "N", "C", "C", "C", "C", "C", "C", "N", "H", "H", "H", "H", "C", "C", "C", "C", "C", "C", "C", "C", "N", "H", "H", "H", "H", "H", "H", "C", "N", "C", "N", "C", "N", "C", "N", "C", "C", "H", "H", "H", "H", "H", "H", "H", "H", "H", "H", "H", "H"], "xyz": [[13.103755, 12.402326, 14.857578], [10.127275, 16.949475, 17.790937], [9.378554, 16.650477, 16.646207], [8.096515, 17.211703, 16.457513], [7.438991, 16.836308, 15.298840], [7.927435, 15.911805, 14.369223], [9.170547, 15.330483, 14.656569], [9.898186, 15.644627, 15.791766], [11.280209, 15.105561, 16.092048], [11.474214, 13.787650, 16.062566], [12.199939, 15.774895, 15.076149], [13.515464, 15.610365, 15.219144], [14.406270, 16.272670, 14.577358], [15.845981, 16.106829, 14.787328], [16.441644, 14.321795, 14.502110], [16.702497, 17.081496, 15.152635], [16.307227, 18.423741, 15.664391], [17.061884, 19.574055, 15.327473], [16.851822, 20.819218, 15.918312], [15.825245, 20.911244, 16.906331], [14.976903, 19.814845, 17.094374], [15.234599, 18.571476, 16.514735], [9.653389, 17.650364, 18.260899], [7.633723, 17.911215, 17.125641], [6.419778, 17.128425, 15.094921], [7.409759, 15.551719, 13.514818], [9.630390, 14.626055, 13.996788], [11.620893, 15.611027, 16.996774], [11.791100, 16.455821, 14.463333], [14.148715, 16.942100, 13.728671], [17.737093, 16.899449, 15.161513], [17.871417, 19.433097, 14.593707], [17.537844, 21.713067, 15.816093], [15.757383, 21.761137, 17.584463], [14.247849, 19.777600, 17.930581], [14.605300, 17.743394, 16.851540], [19.669882, 8.289893, 18.815162], [20.992649, 6.447620, 18.504369], [15.017857, 10.149200, 15.389830], [15.198435, 11.173071, 13.235463], [20.372609, 5.022187, 16.655906], [11.366239, 9.507272, 12.840290], [11.147710, 10.848044, 14.033292], [9.880884, 10.708795, 14.664356], [9.331643, 11.636693, 15.509151], [8.015073, 11.480867, 15.986903], [7.345878, 10.344729, 15.628410], [7.928796, 9.377617, 14.717223], [9.167060, 9.559156, 14.133633], [9.715633, 8.779938, 13.227152], [9.886011, 12.442783, 15.854861], [7.630316, 12.245749, 16.643811], [6.361889, 10.137947, 15.914585], [7.407796, 8.448010, 14.521201], [12.396317, 13.832270, 12.531965], [12.336988, 12.957681, 11.408021], [11.268320, 12.151302, 10.977336], [11.268453, 11.416448, 9.752028], [12.412466, 11.375345, 8.947775], [13.506316, 12.121331, 9.404792], [13.496512, 12.806753, 10.577493], [12.435080, 10.878878, 7.618255], [12.394576, 10.540492, 6.504531], [11.392771, 14.066152, 12.823027], [13.109664, 14.632037, 12.518470], [10.323282, 12.072623, 11.522227], [10.429034, 10.782252, 9.451400], [14.466067, 12.112902, 8.896738], [14.416144, 13.403351, 10.691333], [15.718201, 13.048842, 17.830757], [14.300730, 13.026137, 17.407455], [13.664736, 14.287325, 17.836180], [13.728153, 14.508843, 19.277478], [15.168295, 14.452582, 19.645516], [15.862088, 13.249693, 19.259116], [15.096720, 12.199303, 19.976541], [13.704657, 12.107697, 19.560491], [13.596885, 11.896815, 18.150306], [13.100790, 13.405822, 19.926731], [16.144124, 13.846785, 17.327646], [16.240791, 12.093253, 17.544120], [12.639003, 14.197503, 17.535860], [14.168265, 15.133159, 17.329282], [15.190852, 14.626780, 20.716441], [15.672884, 15.282991, 19.162633], [15.187788, 12.460866, 21.058676], [15.560306, 11.239187, 19.719590], [12.523183, 11.919214, 17.853474], [13.978673, 10.956908, 17.792086], [13.160286, 13.506842, 21.026729], [11.968947, 13.425873, 19.826843]], "forces_ev_per_a": [[1.0, 0.3, 0.1], [-0.9, 0.3, -0.8], [-0.2, -0.5, 1.0], [1.3, -0.9, -1.0], [-1.1, -0.9, -1.0], [1.7, 0.0, 1.7], [-0.1, 0.3, 0.1], [-0.5, 1.4, 0.5], [1.2, 0.9, -0.9], [-0.5, -0.7, -0.2], [0.2, -0.4, -0.1], [-0.3, 0.1, 0.0], [-1.0, 0.5, -0.9], [0.6, 0.2, 0.7], [0.0, 0.1, -0.2], [-1.7, 0.0, -0.1], [0.2, 0.1, -0.9], [0.5, -0.1, -0.4], [-0.2, 0.4, 1.4], [0.3, -0.6, -0.7], [0.3, -0.1, 1.3], [-0.6, 0.5, 0.5], [0.2, -0.2, -0.1], [0.1, 0.2, 0.4], [-0.1, 0.6, 0.3], [-0.6, 0.2, -0.5], [0.0, -0.5, -0.4], [-0.2, -0.4, 0.5], [0.3, 0.5, -0.4], [-0.1, 0.0, 0.7], [1.2, -0.4, 0.0], [-0.3, 0.2, 0.4], [-0.8, -1.3, -0.3], [-0.1, 0.0, -0.5], [0.3, 0.5, -0.8], [0.4, 0.1, -0.4], [-1.2, 1.6, 0.2], [1.4, -1.8, -0.2], [-0.4, 0.3, -0.3], [-0.4, -0.2, -0.1], [0.0, 0.1, 0.1], [-2.0, 0.5, 1.9], [-1.8, -1.0, 0.6], [3.2, -1.1, -3.7], [-2.5, -0.3, 1.3], [2.6, 0.8, -0.5], [1.3, -3.0, -3.0], [-2.6, 0.8, 2.1], [0.4, 1.4, 1.4], [2.2, 0.4, -1.0], [1.1, 1.5, 0.3], [-0.2, -0.1, 0.0], [-1.3, -0.2, 0.7], [-0.3, 0.2, -0.1], [-0.9, -1.5, -0.2], [1.7, 0.1, -0.5], [-1.3, -1.2, -1.4], [0.6, 0.1, 0.9], [-0.3, 0.7, 0.3], [0.8, -0.4, 0.2], [0.3, 1.0, -0.5], [-0.5, -0.6, -1.4], [0.2, 0.3, 1.2], [-0.5, 0.6, 0.6], [0.3, 0.3, -0.1], [0.3, 0.4, 0.1], [0.0, 0.5, 0.3], [-0.3, -0.1, -0.4], [-0.6, -0.3, 0.8], [-0.5, -2.4, 0.2], [-0.5, -0.8, 0.1], [0.6, 0.3, 0.2], [1.1, 0.1, -0.2], [-0.2, 1.5, -0.3], [-1.2, -0.4, 1.1], [1.2, -0.8, -0.4], [-0.7, 0.6, 1.3], [-0.4, 1.4, -1.1], [-2.1, -0.7, 1.3], [1.2, 1.6, -1.0], [-0.7, 0.9, 0.1], [-0.2, 0.2, 0.1], [-0.3, -0.6, 0.3], [0.4, -0.2, 0.3], [0.0, 0.4, -0.1], [-0.3, -0.6, -0.7], [0.1, 0.1, 0.4], [0.4, 0.2, 0.3], [0.6, -0.4, 0.2], [0.5, 0.0, -0.3], [1.2, -0.2, -0.8]], "mulliken_charge": [1.8950, -0.5267, 1.0462, -1.0368, -0.3903, -1.2175, 0.1790, -1.1486, 0.2647, -1.0376, 0.0005, 0.5257, -0.9695, 0.4133, -0.0437, -1.2288, 0.4437, -0.3124, -0.5282, -0.3867, -0.7511, 0.2407, 0.3091, 0.3223, 0.3265, 0.4622, 0.1888, 0.6839, 0.3578, 0.4460, 0.5776, 0.3762, 0.2728, 0.3662, 0.2941, 0.2402, -0.5680, 0.2342, -0.6223, -0.5953, -0.6625, 0.3742, -0.0465, 0.6048, -0.4909, -0.9597, -0.5619, -0.5074, 0.4110, -0.8734, 0.7172, 0.4826, 0.4296, 0.4147, -1.4706, 0.6774, -0.1884, -0.7646, 0.5512, -0.5635, -0.5624, -0.0958, -0.5950, 0.2209, 0.5327, 0.4731, 0.3751, 0.3488, 0.2882, -0.8521, 0.5247, 0.0375, 0.1851, -0.8543, -0.0289, -0.7764, 0.0708, -0.7822, -0.7435, 0.5917, 0.0404, 0.4071, -0.3214, 0.4398, 0.3374, 0.3411, 0.4130, 0.2850, 0.3762, 0.4119, 0.2349]}

- What is the formula in the first record?
  C34H45HgN5O2P2S

- Number 2 is which compound?
  C36H36BrLaN9O2SbSe5